Entry 1:
Computed, not measured: the ion C23H37N6O2S with charge +1 at a distorted geometry, with ωB97M-V with the def2-TZVPD basis set.

The value obtained for the largest force on an atom is 1.66 eV/Å. As for the gap between HOMO and LUMO: 9.55 eV. The calculation puts the HOMO energy at -11.88 eV. The value obtained for the energy above the lowest of the compared OMol25 structures with the same formula, charge and spin is 0.000 eV. The total charge is +1. The LUMO energy is -2.33 eV. As for the SMILES: Cc1ccc(S(=O)(=O)Cn2nnnc2[C@H](CC(C)C)N2CC[NH+](C3CCCC3)CC2)cc1.

CARTESIAN COORDINATES (ANGSTROEM)
C  -6.5736  -2.9621  0.1747
C  -5.1986  -2.4113  -0.0041
C  -4.7952  -1.8879  -1.2308
C  -3.5132  -1.3978  -1.4045
C  -2.6402  -1.4313  -0.3345
S  -0.9840  -0.8232  -0.5188
O  -0.7756  -0.2131  -1.8074
O  -0.6643  0.0548  0.5976
C  0.1654  -2.2913  -0.3683
N  0.9813  -2.0748  0.7579
N  0.6158  -2.4771  1.9877
N  1.4467  -2.0046  2.8065
N  2.3718  -1.2761  2.1968
C  2.0965  -1.3057  0.9163
C  2.7728  -0.5349  -0.1640
C  4.3021  -0.5470  -0.0119
C  4.9885  -1.8059  -0.5637
C  4.8832  -1.9034  -2.0851
C  4.4736  -3.0818  0.0977
N  2.1586  0.7849  -0.1131
C  2.0405  1.5089  -1.3572
C  1.1469  2.7332  -1.0915
N  0.3864  2.5001  0.1521
C  -0.8083  3.3695  0.2881
C  -1.5401  3.1375  1.6167
C  -2.9984  3.4359  1.2807
C  -3.1655  2.7538  -0.0725
C  -1.8530  3.0598  -0.8081
C  1.3281  2.5643  1.2913
C  2.5390  1.6586  0.9758
C  -3.0069  -1.9458  0.8968
C  -4.2903  -2.4331  1.0547
H  -6.9544  -2.7413  1.1686
H  -6.5505  -4.0464  0.0636
H  -7.2577  -2.5622  -0.5683
H  -5.4899  -1.8651  -2.0561
H  -3.1827  -0.9862  -2.3448
H  0.7315  -2.3482  -1.2962
H  -0.4482  -3.1781  -0.2180
H  2.4979  -0.9608  -1.1339
H  4.5468  -0.4453  1.0460
H  4.7014  0.3208  -0.5414
H  6.0496  -1.7057  -0.3127
H  5.2408  -0.9911  -2.5571
H  5.4903  -2.7299  -2.4440
H  3.8597  -2.0820  -2.4095
H  5.0986  -3.9250  -0.1846
H  3.4547  -3.3061  -0.2146
H  4.4946  -2.9900  1.1808
H  1.5613  0.8548  -2.0895
H  3.0111  1.8375  -1.7625
H  0.4625  2.8846  -1.9242
H  1.7394  3.6416  -0.9591
H  0.0426  1.5040  0.1576
H  -0.4642  4.4064  0.2171
H  -1.1610  3.7601  2.4243
H  -1.4532  2.0865  1.8965
H  -3.6828  3.0527  2.0331
H  -3.1531  4.5109  1.1860
H  -4.0341  3.1124  -0.6192
H  -3.2706  1.6770  0.0705
H  -1.9777  3.9189  -1.4658
H  -1.5549  2.2053  -1.4147
H  0.8155  2.2075  2.1827
H  1.6357  3.6004  1.4456
H  2.7841  1.0502  1.8465
H  3.4187  2.2685  0.7221
H  -2.2983  -1.9527  1.7107
H  -4.5937  -2.8367  2.0084

=====

Entry 2:
Computed, not measured: a structure of composition C23H37O11Pt at a distorted geometry, with ωB97M-V with the def2-TZVPD basis set.

The value obtained for the largest force on an atom is 6.36 eV/Å. As for the gap between HOMO and LUMO (spin up / spin down): 7.71 / 7.69 eV. The calculation puts the HOMO energy (spin up / spin down) at -9.34 / -9.34 eV. The value obtained for the energy above the lowest of the compared OMol25 structures with the same formula, charge and spin is 4.090 eV. The total charge is +1. The spin multiplicity is 3. The LUMO energy (spin up / spin down) is -1.64 / -1.65 eV.

CARTESIAN COORDINATES (ANGSTROEM)
Pt  -14.7721  -8.9532  19.6779
C  -18.3462  -9.8990  17.1237
C  -17.0687  -9.2450  17.6654
C  -16.9785  -7.7354  17.3230
O  -16.7957  -9.4200  19.0136
H  -18.2416  -10.9600  17.3506
H  -18.5177  -9.6702  16.0719
H  -19.2110  -9.5425  17.6832
H  -16.1302  -9.4632  17.1558
H  -16.9748  -7.2056  18.2755
H  -17.8464  -7.3887  16.7620
H  -16.0728  -7.3429  16.8605
O  -14.1162  -6.9557  19.1465
C  -13.9551  -5.7507  19.2161
O  -12.8436  -5.1770  18.8188
C  -12.8763  -3.8419  19.0220
C  -14.3050  -3.4092  18.8287
C  -14.9674  -4.7066  19.4820
H  -12.1797  -3.3521  18.3416
H  -12.3757  -3.5926  19.9577
H  -14.5940  -3.3944  17.7778
H  -14.5267  -2.4235  19.2379
H  -15.9349  -4.9391  19.0373
H  -14.9293  -4.5569  20.5611
O  -14.5991  -11.0113  20.4143
C  -15.0454  -12.1850  20.2848
O  -14.9765  -13.1673  21.2856
C  -15.7826  -14.3028  21.0338
C  -16.5569  -13.9816  19.7784
C  -15.8969  -12.8012  19.1554
H  -16.3696  -14.6192  21.8960
H  -15.2179  -15.1800  20.7182
H  -17.6442  -14.0104  19.8488
H  -16.5424  -14.9365  19.2531
H  -16.6229  -12.0857  18.7694
H  -15.1735  -12.9136  18.3478
O  -13.5532  -9.3853  18.0075
C  -12.7184  -10.0793  17.3839
O  -11.7504  -10.7865  18.0128
C  -11.1359  -11.5986  17.0978
C  -11.9046  -11.5062  15.8406
C  -12.6277  -10.2014  15.8685
H  -11.1154  -12.6840  17.1958
H  -10.1518  -11.1952  16.8592
H  -12.5414  -12.3727  15.6623
H  -11.3996  -11.4506  14.8762
H  -13.5394  -10.4709  15.3353
H  -11.9410  -9.4366  15.5058
O  -12.7197  -9.0834  20.6097
C  -11.6870  -9.1497  21.2922
O  -10.7645  -8.1693  21.2466
C  -9.5799  -8.6419  21.9086
C  -10.0571  -9.7046  22.8664
C  -11.3328  -10.2235  22.2363
H  -9.0398  -7.8146  22.3691
H  -9.0022  -8.8371  21.0050
H  -10.1787  -9.3048  23.8731
H  -9.2958  -10.4647  23.0418
H  -12.1432  -10.4363  22.9335
H  -11.1818  -11.1381  21.6629
O  -15.6485  -8.0710  21.5278
C  -16.3482  -7.2302  22.2261
O  -16.4614  -5.9745  21.7226
C  -17.2895  -5.1677  22.5650
C  -18.0824  -6.2574  23.3076
C  -17.0630  -7.3390  23.5425
H  -17.7534  -4.6566  21.7214
H  -16.6962  -4.4651  23.1502
H  -18.9077  -6.3667  22.6040
H  -18.5476  -5.9628  24.2483
H  -17.5831  -8.2298  23.8946
H  -16.3587  -7.0170  24.3095

=====

Entry 3:
Computed, not measured: a structure of composition C23H37O11Tl at a distorted geometry, with ωB97M-V with the def2-TZVPD basis set.

The value obtained for the largest force on an atom is 4.42 eV/Å. As for the gap between HOMO and LUMO (spin up / spin down): 10.15 / 8.25 eV. The calculation puts the HOMO energy (spin up / spin down) at -11.85 / -11.85 eV. The total charge is +1. The spin multiplicity is 2. The LUMO energy (spin up / spin down) is -1.70 / -3.60 eV.

CARTESIAN COORDINATES (ANGSTROEM)
Tl  28.0540  30.4237  -8.7219
C  31.7173  27.6238  -9.2526
C  31.2416  28.3288  -10.5848
C  31.3186  27.3748  -11.7537
O  29.9831  28.9266  -10.3888
H  32.7538  27.2976  -9.3374
H  31.0408  26.7788  -9.1244
H  31.7310  28.3093  -8.4052
H  32.0181  29.0240  -10.9039
H  32.2173  26.7616  -11.6867
H  31.3368  27.9198  -12.6975
H  30.4785  26.6974  -11.9065
O  27.9005  31.3047  -11.4706
C  28.1671  31.2424  -12.6878
O  28.5913  32.3649  -13.3117
C  29.0332  32.0473  -14.6240
C  29.1783  30.5313  -14.6193
C  28.2804  30.0117  -13.5164
H  29.9935  32.5458  -14.7560
H  28.2937  32.3427  -15.3683
H  30.1792  30.1884  -14.3570
H  29.0044  30.0983  -15.6043
H  28.7876  29.2626  -12.9084
H  27.3170  29.6821  -13.9055
O  28.9867  27.9680  -7.3267
C  29.3346  27.2244  -6.4645
O  28.5042  26.2393  -6.0560
C  29.2154  25.3638  -5.1546
C  30.2549  26.3160  -4.5534
C  30.5977  27.1522  -5.6911
H  29.6933  24.6112  -5.7816
H  28.4492  24.9595  -4.4932
H  31.0777  25.6828  -4.2214
H  29.8539  26.8876  -3.7164
H  31.4078  26.6175  -6.1870
H  30.9675  28.1538  -5.4720
O  30.8054  30.8670  -7.8477
C  31.4444  31.0523  -6.8215
O  32.4947  30.2684  -6.5222
C  33.1430  30.6538  -5.3203
C  32.6957  32.0895  -5.1675
C  31.2929  32.1241  -5.7175
H  34.2190  30.4841  -5.2816
H  32.7954  30.0423  -4.4876
H  33.3757  32.8266  -5.5946
H  32.7660  32.4326  -4.1353
H  31.0228  33.0059  -6.2984
H  30.5585  31.8806  -4.9498
O  26.2557  28.7792  -10.4625
C  25.2402  28.6361  -11.1806
O  25.2458  28.1522  -12.4480
C  23.9861  28.0289  -12.9493
C  23.1510  27.9472  -11.6694
C  23.8511  28.9756  -10.7666
H  23.6684  27.2059  -13.5894
H  23.6708  28.9078  -13.5116
H  23.1930  26.8951  -11.3877
H  22.1107  28.2544  -11.7771
H  23.8412  28.8211  -9.6876
H  23.5857  29.9985  -11.0337
O  26.0643  28.4715  -7.7197
C  25.2402  27.7566  -7.0933
O  24.5483  26.8047  -7.6799
C  23.4671  26.2718  -6.8207
C  24.0372  26.5340  -5.4150
C  24.9238  27.8104  -5.5917
H  23.3179  25.2095  -7.0140
H  22.5063  26.7374  -7.0401
H  24.6924  25.6867  -5.2125
H  23.2705  26.5290  -4.6403
H  25.9269  27.7292  -5.1731
H  24.5035  28.7890  -5.3595